Record 1
C54H130N8O20 | ωB97M-V with the def2-TZVPD basis set

Each line ends with the Mulliken charge.
CARTESIAN COORDINATES (ANGSTROEM)
C1 0.4449 1.8022 0.8301  -1.436
C2 1.3274 0.9636 0.1667  0.118
C3 0.8270 -0.3498 -0.3973  0.109
O1 1.5874 -1.1942 -0.9491  -0.102
C4 -0.5418 -0.6329 -0.2512  -0.281
C5 -1.4221 0.1532 0.5476  0.093
C6 -0.9109 1.4898 1.0826  -0.328
O2 -1.6052 2.2172 1.8244  -0.936
O3 -2.5268 -0.2874 0.9689  -0.814
O4 2.5273 1.3515 0.0084  -0.660
H1 0.8391 2.7330 1.2107  1.003
H2 -0.9769 -1.5437 -0.6460  0.322
C7 2.7773 -3.8802 -5.9661  -0.808
O5 1.7498 -2.9643 -5.5058  -0.498
C8 2.2916 -2.0267 -4.6274  -0.757
C9 1.2227 -1.0139 -4.2407  0.080
N1 0.5893 -0.5589 -5.5735  -0.102
H3 1.3670 -0.2238 -6.1573  0.462
H4 0.3706 -1.4053 -6.1129  0.465
C10 -0.5439 0.4414 -5.6430  -0.851
C11 -0.0990 1.8484 -5.2654  -0.697
O6 0.3189 1.8129 -3.9226  0.129
C12 1.3906 2.6942 -3.6690  -0.768
H5 3.2227 -4.4819 -5.1703  0.273
H6 3.5777 -3.3380 -6.4670  0.355
H7 2.2664 -4.5745 -6.6267  0.335
H8 3.0350 -1.3659 -5.0997  0.964
H9 2.7118 -2.4178 -3.6960  0.117
H10 1.6409 -0.1553 -3.7322  -0.264
H11 0.3245 -1.4461 -3.7991  0.117
H12 -1.3314 -0.0120 -5.0402  0.424
H13 -0.8967 0.3725 -6.6729  0.428
H14 -0.8456 2.6064 -5.5180  0.475
H15 0.7093 2.0914 -5.9691  0.429
H16 1.1672 3.7330 -3.9176  0.443
H17 2.2872 2.3254 -4.1906  0.425
H18 1.6848 2.6330 -2.6181  -0.206
C13 -6.9133 2.4647 1.1830  -0.826
O7 -5.9793 2.0593 2.1705  -0.151
C14 -5.9781 0.7007 2.4807  -0.070
C15 -5.1181 0.4728 3.7290  -0.947
N2 -3.6609 0.7998 3.4824  2.294
H19 -3.3321 0.3754 2.5856  -1.111
H20 -3.5282 1.8091 3.3887  -0.093
C16 -2.7111 0.0889 4.4107  0.046
C17 -2.7798 0.7133 5.8163  -1.255
O8 -2.7677 2.1148 5.6447  0.260
C18 -2.6999 2.8465 6.8735  -1.063
H21 -7.8858 2.6316 1.6557  0.381
H22 -7.0611 1.6773 0.4365  0.189
H23 -6.6652 3.4111 0.7087  0.291
H24 -5.7035 0.0410 1.6481  -0.034
H25 -6.9687 0.3703 2.8174  0.581
H26 -5.1144 -0.5882 3.9799  0.401
H27 -5.4295 1.0285 4.6087  0.305
H28 -1.7233 0.2882 3.9916  -0.055
H29 -2.8684 -0.9865 4.3799  0.403
H30 -1.9990 0.2303 6.4014  0.447
H31 -3.7731 0.5529 6.2478  0.501
H32 -2.5066 3.8882 6.6187  0.346
H33 -1.8454 2.5243 7.4705  0.351
H34 -3.6497 2.7733 7.4030  0.282
C19 -4.8069 4.1096 4.6842  -0.726
O9 -3.3789 4.2253 4.6105  -0.216
C20 -2.9212 5.0526 3.5786  -0.039
C21 -1.4227 5.2482 3.7515  -1.005
N3 -0.7438 3.8777 3.9336  1.662
H35 -1.2823 3.4210 4.6795  -0.109
H36 -0.9817 3.2990 3.0994  -0.320
C22 0.7650 4.0804 4.1332  -0.964
C23 1.5345 2.7456 4.1409  0.696
O10 0.9439 1.8512 5.0166  -0.393
C24 1.4754 0.5350 4.9890  -0.735
H37 -5.1140 3.0860 4.9091  0.052
H38 -5.1902 4.3458 3.6931  0.384
H39 -5.2477 4.6663 5.5098  0.298
H40 -3.3745 6.0445 3.5113  0.612
H41 -3.0904 4.5466 2.6201  -0.153
H42 -1.2137 5.8857 4.6096  0.436
H43 -0.9143 5.6947 2.8999  0.500
H44 0.7141 4.5010 5.1355  0.465
H45 1.1661 4.7792 3.4066  0.326
H46 2.5561 3.0515 4.4070  0.580
H47 1.6275 2.2860 3.1500  -0.528
H48 2.5587 0.6062 5.0890  0.397
H49 1.2001 0.0737 4.0305  0.098
H50 1.0635 -0.1305 5.7405  0.368
C25 -0.5520 -2.9584 2.4222  -0.052
O11 -1.1071 -3.7020 1.3456  0.275
C26 -2.2989 -4.3983 1.5802  -0.941
C27 -3.5571 -3.5255 1.8464  -0.407
N4 -4.0320 -2.6814 0.6876  0.861
H51 -4.8111 -2.1101 1.0243  0.250
H52 -3.3559 -1.9341 0.4438  -0.505
C28 -4.4383 -3.4235 -0.5833  -0.289
C29 -5.1813 -2.4353 -1.4825  -0.706
O12 -6.1686 -1.7591 -0.7434  -0.032
C30 -7.3926 -2.5161 -0.6282  -0.898
H53 0.2439 -2.3320 2.0219  -0.566
H54 -0.1870 -3.6059 3.2189  0.525
H55 -1.3150 -2.2469 2.7533  -0.073
H56 -2.2280 -4.9756 2.5105  0.457
H57 -2.4779 -5.1303 0.7925  0.405
H58 -3.3623 -2.7956 2.6271  -0.288
H59 -4.3495 -4.2273 2.1007  0.618
H60 -5.0207 -4.2259 -0.1299  0.559
H61 -3.5470 -3.8783 -1.0109  -0.010
H62 -5.5923 -2.9058 -2.3789  0.572
H63 -4.4596 -1.6756 -1.7999  0.157
H64 -7.9479 -2.5242 -1.5665  0.323
H65 -8.0276 -2.0013 0.0910  0.291
H66 -7.2620 -3.5335 -0.2589  0.330
C31 -1.5411 -7.6925 -1.6390  -0.887
O13 -1.0553 -6.3576 -1.3966  -0.266
C32 -0.4661 -5.7492 -2.5348  -1.089
C33 -0.1103 -4.3122 -2.2749  0.157
N5 0.6184 -4.1225 -0.9752  1.724
H67 0.7266 -3.1575 -0.6284  -1.248
H68 -0.0121 -4.4957 -0.2495  0.298
C34 1.9783 -4.8020 -0.9811  -0.795
C35 2.6362 -4.6372 0.3916  -0.178
O14 1.8345 -5.1867 1.4097  -0.348
C36 2.5927 -5.3904 2.5961  -0.896
H69 -0.9704 -8.1417 -2.4537  0.411
H70 -2.5970 -7.6044 -1.8903  0.288
H71 -1.3873 -8.3273 -0.7708  0.269
H72 -1.1998 -5.8985 -3.3311  0.641
H73 0.4311 -6.3007 -2.8376  0.489
H74 -1.0480 -3.7786 -2.0949  0.184
H75 0.4880 -3.9021 -3.0847  -0.217
H76 2.5615 -4.3577 -1.7869  0.285
H77 1.8492 -5.8367 -1.2886  0.567
H78 2.8615 -3.5967 0.6522  -0.360
H79 3.6124 -5.1267 0.3086  0.734
H80 1.9136 -5.8291 3.3304  0.300
H81 2.8964 -4.4131 2.9806  0.304
H82 3.3477 -6.1702 2.4819  0.398
C37 -3.9179 3.5722 0.0775  -1.178
O15 -4.2991 3.3553 -1.2746  -0.468
C38 -3.6661 2.2933 -1.9160  0.569
C39 -4.2284 2.2549 -3.3149  -1.161
N6 -5.7453 2.3606 -3.2708  0.084
H83 -6.0002 2.8550 -2.4057  0.403
H84 -6.1973 2.9837 -3.9534  0.521
C40 -6.4912 1.0541 -3.2002  -0.458
C41 -7.9415 1.3838 -3.5133  -0.867
O16 -7.9749 1.9238 -4.8036  -0.372
C42 -9.3010 2.0824 -5.3381  -0.741
H85 -4.3518 4.5002 0.4406  0.552
H86 -2.8433 3.7899 0.1379  0.509
H87 -4.0249 2.7446 0.7798  0.269
H88 -3.8733 1.3513 -1.3845  -0.344
H89 -2.5696 2.3073 -1.9409  0.418
H90 -3.8536 1.4442 -3.9375  0.305
H91 -3.9259 3.1180 -3.9119  0.436
H92 -6.3960 0.6556 -2.1925  0.151
H93 -6.0909 0.4059 -3.9762  0.380
H94 -8.4324 1.9870 -2.7427  0.452
H95 -8.4513 0.4121 -3.5344  0.501
H96 -9.9147 2.6456 -4.6358  0.335
H97 -9.7655 1.1179 -5.5516  0.302
H98 -9.2215 2.5998 -6.2894  0.268
C43 4.9650 3.3147 0.5701  -0.596
O17 5.9500 2.3754 0.9270  -0.124
C44 6.9139 2.9205 1.8141  -0.628
C45 8.1007 1.9750 1.9461  -0.737
N7 8.7008 1.5047 0.6507  0.080
H99 8.0336 1.3430 -0.1153  0.031
H100 9.2706 2.2644 0.2680  0.462
C46 9.6332 0.3142 0.6730  -0.655
C47 9.9475 -0.0973 -0.7738  -0.544
O18 8.7452 -0.4628 -1.4005  -0.209
C48 8.9757 -1.4429 -2.4171  -0.925
H101 4.3269 2.9816 -0.2464  -0.224
H102 5.4043 4.2498 0.2068  0.497
H103 4.2653 3.5318 1.3837  0.328
H104 6.4347 3.0926 2.7800  0.348
H105 7.2494 3.8535 1.3482  0.491
H106 7.8826 1.0946 2.5493  0.326
H107 8.9722 2.4364 2.4120  0.488
H108 9.1597 -0.4729 1.2538  0.324
H109 10.5326 0.7338 1.1242  0.437
H110 10.6506 -0.9255 -0.6621  0.471
H111 10.4075 0.7655 -1.2681  0.360
H112 9.7974 -1.2011 -3.0964  0.426
H113 8.0856 -1.4584 -3.0441  0.188
H114 9.2113 -2.4270 -2.0091  0.358
C49 4.5892 -0.0410 3.0007  -1.135
O19 5.2274 -0.5661 1.8529  -0.241
C50 4.4346 -1.4568 1.1311  -0.014
C51 5.0419 -1.5201 -0.2777  -0.757
N8 4.9412 -0.1420 -0.8761  2.232
H115 3.9870 0.1862 -0.6378  -0.987
H116 5.4781 0.5471 -0.3311  -0.161
C52 5.1366 0.0387 -2.3502  0.102
C53 5.0433 1.5019 -2.7327  -0.500
O20 6.2079 2.1371 -2.2255  -0.197
C54 6.6241 3.2447 -3.0373  -0.990
H117 5.3830 0.3565 3.6300  0.385
H118 4.0599 -0.7835 3.6069  0.533
H119 3.8385 0.7287 2.7951  0.349
H120 3.3752 -1.1943 1.0812  -0.231
H121 4.5164 -2.5099 1.4322  0.619
H122 4.5350 -2.1415 -1.0186  0.239
H123 6.0565 -1.9176 -0.2992  0.400
H124 4.4543 -0.6346 -2.8719  -0.214
H125 6.1031 -0.3911 -2.6143  -0.136
H126 4.1430 2.0321 -2.4156  0.269
H127 5.0486 1.5423 -3.8270  0.767
H128 7.0791 3.9648 -2.3598  0.265
H129 5.8142 3.7199 -3.5912  0.397
H130 7.3916 2.9582 -3.7590  0.324

**Kohn-Sham gap**: 0.266 hartree
**Multiplicity**: 1
**Electronic energy**: -110910.243 eV
**Lowest unoccupied orbital energy**: -11.79 eV
**Largest force on an atom**: 2.59 eV/A
**Net charge**: +6
**Energy relative to the best compared isomer or geometry (same formula, charge and spin)**: 0.0000 eV


Record 2
C3H10NO | ωB97M-V with the def2-TZVPD basis set

Each line ends with the Mulliken charge.
CARTESIAN COORDINATES (ANGSTROEM)
C1 1.7063 -0.9320 -0.2923  -0.923
C2 0.6067 -0.5444 0.6051  0.225
C3 0.5663 -0.8757 1.9263  -1.134
N1 -0.5409 0.1599 0.0901  -0.219
H1 1.9826 -2.0197 -0.1837  0.257
H2 1.3727 -0.8767 -1.4013  0.288
H3 2.6360 -0.2808 0.0753  0.208
H4 -0.3849 -0.6767 2.6043  0.194
H5 1.4735 -1.3433 2.5319  0.206
H6 -0.8533 0.6212 1.0148  0.460
H7 -1.4360 -0.2965 -0.1789  0.253
H8 -0.2985 0.8162 -0.7277  0.250
H9 -3.0754 2.1543 -1.9335  0.335
H10 -1.6048 2.3010 -2.3325  0.298
O1 -2.1504 1.7932 -1.7981  -0.697

**Kohn-Sham gap (spin up / spin down)**: 0.138 / 0.302 hartree
**Expectation value of S²**: 0.753
**Multiplicity**: 2
**Electronic energy**: -6805.771 eV
**Lowest unoccupied orbital energy (spin up / spin down)**: 0.31 / 0.17 eV
**Largest force on an atom**: 4.12 eV/A
**Net charge**: 0
**Energy relative to the best compared isomer or geometry (same formula, charge and spin)**: 2.9751 eV


Record 3
C15H33Br4N3O10S2 | ωB97M-V with the def2-TZVPD basis set

Each line ends with the Mulliken charge.
CARTESIAN COORDINATES (ANGSTROEM)
C1 9.1981 12.1124 6.4882  -0.664
N1 10.2742 11.2359 7.0738  0.796
O1 10.7503 11.4935 8.1669  -0.480
O2 10.6545 10.3254 6.3355  -0.531
H1 8.7670 12.7131 7.2676  0.169
H2 8.4461 11.5016 6.0177  0.313
H3 9.5985 12.7282 5.6637  0.294
C2 11.6366 12.7311 10.8426  -0.511
N2 10.5571 12.8117 11.8991  1.028
O3 10.3676 13.9245 12.3495  -0.558
O4 9.9104 11.8471 12.2094  -0.342
H4 11.3946 11.8732 10.1542  0.102
H5 12.5492 12.7121 11.4605  0.151
H6 11.6114 13.7421 10.3498  0.239
C3 14.1778 9.6150 12.5950  -0.780
N3 14.6404 10.9024 13.1711  0.953
O5 14.8445 11.7655 12.3548  -0.547
O6 14.7996 10.9030 14.3836  -0.552
H7 13.3360 9.2994 13.1973  0.282
H8 14.9501 8.8662 12.7168  0.322
H9 14.0009 9.8179 11.5320  0.306
C4 5.4383 13.2535 12.3434  -0.848
C5 6.4641 14.4261 12.4919  -0.515
C6 7.3336 14.5348 11.2534  -0.179
S1 6.9480 13.0819 10.2278  0.903
O7 8.2312 12.4787 9.7807  -0.456
O8 6.0120 13.4051 9.1933  -0.770
C7 6.2259 12.1636 11.5576  -0.191
H10 4.4932 13.4202 11.8493  0.371
H11 5.2217 12.9072 13.3565  0.360
H12 7.1564 14.1040 13.3011  0.121
H13 6.0266 15.3880 12.5972  0.415
H14 8.4179 14.4210 11.4593  -0.212
H15 7.1852 15.4489 10.6977  0.532
H16 7.1645 11.7989 11.9673  -0.035
H17 5.6153 11.3437 11.2376  0.497
C8 8.7899 8.1819 9.2263  -0.636
C9 7.2984 7.8762 9.0569  -0.585
C10 6.6956 7.4464 10.4310  -0.817
S2 7.7913 8.3118 11.6241  1.125
O9 8.4839 7.3838 12.4061  -0.714
O10 7.0165 9.3369 12.2689  -0.584
C11 8.9174 9.0227 10.4152  0.278
H18 9.1791 8.7821 8.4138  0.116
H19 9.3902 7.2883 9.2663  0.379
H20 7.1519 7.1210 8.2646  0.394
H21 6.7430 8.7634 8.6879  0.234
H22 6.7430 6.3934 10.6507  0.344
H23 5.7455 7.8462 10.6981  0.426
H24 9.8973 8.9848 10.8982  0.410
H25 8.5193 10.0183 10.3277  -0.344
Br1 12.4296 12.2040 15.3669  -0.153
C12 10.5343 12.6063 15.7579  -0.266
C13 9.6782 11.4144 15.5657  -0.064
Br2 7.8314 11.7690 15.9182  -0.174
H26 10.3435 13.3663 15.0660  0.022
H27 10.4890 13.0119 16.7905  0.380
H28 10.0185 10.5664 16.1543  0.434
H29 9.6980 11.0624 14.5367  -0.155
Br3 11.5748 16.2638 15.3279  -0.177
C14 12.8521 15.7807 13.9105  -0.298
C15 12.6586 16.6676 12.7321  -0.422
Br4 13.6549 15.7653 11.2365  -0.199
H30 12.6827 14.7536 13.6628  -0.063
H31 13.8416 15.9181 14.3246  0.445
H32 13.0507 17.6740 12.8416  0.434
H33 11.6308 16.5981 12.3699  0.247

**Kohn-Sham gap**: 0.370 hartree
**Multiplicity**: 1
**Electronic energy**: -342866.800 eV
**Lowest unoccupied orbital energy**: -0.10 eV
**Largest force on an atom**: 3.41 eV/A
**Net charge**: 0